(1)
A molecular structure, C33H51N11O6P2SiV in a non-equilibrium geometry. Source: OMol25; level of theory: ωB97M-V/def2-TZVPD.

Atoms and positions in Å:
V1 1.489 -0.741 -0.768
C1 2.849 -3.130 1.198
C2 1.384 -3.409 1.107
C3 0.885 -4.621 1.547
C4 -0.482 -4.863 1.474
C5 -1.306 -3.872 1.005
C6 -0.737 -2.663 0.586
N1 0.590 -2.445 0.587
N2 -1.564 -1.628 0.203
Si1 -3.859 -1.034 2.585
C7 -2.376 -1.375 3.690
C8 -5.085 -2.461 2.756
C9 -4.688 0.596 3.056
H1 3.346 -3.889 1.802
H2 2.985 -2.144 1.649
H3 3.287 -3.111 0.202
H4 1.564 -5.364 1.941
H5 -0.893 -5.806 1.811
H6 -2.381 -3.982 0.984
H7 -2.027 -2.403 3.563
H8 -2.630 -1.220 4.743
H9 -1.541 -0.714 3.449
H10 -4.604 -3.422 2.563
H11 -5.916 -2.354 2.056
H12 -5.502 -2.496 3.768
H13 -4.296 0.965 4.007
H14 -5.768 0.458 3.151
H15 -4.514 1.376 2.314
N3 5.013 -0.267 1.132
N4 5.650 -0.501 -0.100
C10 4.840 -0.925 -1.149
N5 5.530 -1.269 -2.278
N6 3.572 -1.035 -1.009
N7 2.724 -1.224 -2.175
O1 3.163 -1.003 -3.375
O2 2.008 -2.348 -1.893
H16 5.574 0.383 1.663
H17 4.880 -1.126 1.653
H18 6.502 -1.045 -0.053
H19 6.362 -0.719 -2.432
H20 4.886 -1.319 -3.079
O3 -1.899 2.114 3.952
C11 -0.977 1.624 4.762
O4 -1.057 1.726 5.962
C12 0.171 0.881 4.157
C13 1.130 0.307 4.956
N8 1.998 -0.309 4.135
N9 1.681 -0.191 2.844
C14 0.575 0.537 2.835
C15 -0.083 0.850 1.534
O5 -1.157 1.453 1.515
O6 0.434 0.332 0.489
H21 -1.675 1.925 2.997
H22 1.222 0.305 6.028
H23 2.811 -0.840 4.395
C16 2.278 1.865 -3.409
P1 1.650 1.594 -1.710
C17 -0.154 2.005 -1.871
N10 -0.559 3.221 -1.641
C18 -1.900 3.460 -1.634
C19 -2.373 4.760 -1.349
C20 -3.717 4.997 -1.308
C21 -4.640 3.953 -1.547
C22 -4.203 2.690 -1.828
C23 -2.818 2.424 -1.879
N11 -2.385 1.164 -2.161
C24 -1.099 0.949 -2.161
P2 -0.435 -0.753 -2.374
C25 0.045 -0.847 -4.128
C26 -1.875 -1.937 -2.266
C27 -2.970 -1.766 -3.320
C28 -2.524 -1.789 -0.876
C29 -1.236 -3.329 -2.441
C30 2.445 3.030 -0.805
C31 1.830 3.218 0.583
C32 3.910 2.612 -0.611
C33 2.404 4.350 -1.579
H24 1.736 2.671 -3.903
H25 2.246 0.941 -3.976
H26 3.332 2.132 -3.340
H27 -1.646 5.538 -1.159
H28 -4.085 5.989 -1.084
H29 -5.701 4.162 -1.503
H30 -4.889 1.873 -2.012
H31 -0.826 -0.815 -4.780
H32 0.615 -1.764 -4.272
H33 0.704 -0.021 -4.377
H34 -3.458 -0.797 -3.241
H35 -3.719 -2.550 -3.168
H36 -2.586 -1.890 -4.332
H37 -3.163 -0.906 -0.863
H38 -1.062 -0.756 0.134
H39 -3.169 -2.651 -0.687
H40 -0.955 -3.488 -3.484
H41 -1.966 -4.097 -2.172
H42 -0.338 -3.471 -1.841
H43 2.036 2.352 1.212
H44 0.756 3.394 0.544
H45 2.298 4.085 1.058
H46 3.985 1.678 -0.054
H47 4.422 3.394 -0.042
H48 4.442 2.500 -1.558
H49 1.385 4.700 -1.725
H50 2.894 4.270 -2.550
H51 2.951 5.102 -1.003

LUMO energy (spin up / spin down) = -0.338 / -0.338 eV
Highest occupied orbital energy (spin up / spin down) = -6.21 / -7.19 eV
Orbital gap (spin up / spin down) = 5.871 / 6.857 eV
2S+1 = 2



(2)
A molecular structure, C33H53BHfN8O3P. Source: OMol25; level of theory: ωB97M-V/def2-TZVPD.

Atoms and positions in Å:
Hf1 -0.148 -0.065 -0.294
C1 5.002 -0.058 -1.464
C2 3.892 -0.057 -0.471
C3 3.963 -0.044 0.928
C4 2.664 -0.042 1.394
N1 1.833 -0.058 0.326
N2 2.599 -0.072 -0.826
B1 1.918 -0.045 -2.230
N3 1.051 1.248 -2.338
N4 0.541 1.848 -1.184
C5 0.399 3.160 -1.463
C6 0.745 3.380 -2.797
C7 1.166 2.181 -3.314
C8 1.730 1.899 -4.665
C9 0.096 4.285 -0.500
C10 1.293 5.255 -0.562
C11 -0.018 3.811 0.941
C12 -1.158 5.033 -0.975
N5 0.944 -1.295 -2.355
N6 0.573 -1.951 -1.180
C13 0.483 -3.265 -1.453
C14 0.699 -3.440 -2.825
C15 0.998 -2.209 -3.361
C16 1.391 -1.871 -4.756
C17 0.370 -4.391 -0.442
C18 -0.966 -5.130 -0.573
C19 1.512 -5.377 -0.766
C20 0.586 -3.889 0.980
C21 2.092 -0.038 2.789
C22 1.250 1.222 2.982
C23 1.180 -1.251 2.966
C24 3.220 -0.074 3.820
H1 5.957 -0.074 -0.945
H2 4.967 0.833 -2.092
H3 4.950 -0.932 -2.115
H4 4.867 -0.038 1.514
H5 2.724 -0.070 -3.102
H6 0.757 4.328 -3.311
H7 1.637 2.787 -5.286
H8 1.206 1.082 -5.159
H9 2.787 1.636 -4.608
H10 2.227 4.751 -0.306
H11 1.135 6.065 0.152
H12 1.402 5.702 -1.550
H13 0.941 3.430 1.288
H14 -0.767 3.031 1.077
H15 -0.294 4.645 1.587
H16 -1.014 5.441 -1.977
H17 -1.354 5.877 -0.311
H18 -2.037 4.390 -0.999
H19 0.704 -4.377 -3.359
H20 1.273 -2.748 -5.389
H21 2.433 -1.552 -4.810
H22 0.770 -1.072 -5.160
H23 -1.124 -5.504 -1.587
H24 -1.808 -4.493 -0.306
H25 -0.970 -5.987 0.101
H26 1.392 -5.837 -1.747
H27 1.506 -6.177 -0.025
H28 2.486 -4.886 -0.729
H29 -0.200 -3.210 1.309
H30 1.551 -3.385 1.067
H31 0.590 -4.737 1.666
H32 0.407 1.260 2.269
H33 1.834 2.130 2.843
H34 0.809 1.239 3.979
H35 0.363 -1.245 2.220
H36 0.712 -1.235 3.951
H37 1.710 -2.195 2.846
H38 3.870 0.797 3.725
H39 3.828 -0.974 3.710
H40 2.805 -0.073 4.828
C25 -3.464 3.622 1.453
O1 -3.238 2.727 0.317
P1 -2.724 1.252 0.408
O2 -2.098 0.980 -1.101
C26 -2.778 1.364 -2.348
O3 -4.028 0.362 0.321
C27 -5.237 0.682 1.074
H41 -4.530 3.809 1.513
H42 -2.930 4.542 1.251
H43 -3.103 3.171 2.377
H44 -2.177 2.138 -2.817
H45 -3.768 1.738 -2.106
H46 -2.848 0.483 -2.978
H47 -5.964 -0.078 0.811
H48 -5.614 1.657 0.777
H49 -5.043 0.652 2.145
N7 -6.370 -4.426 0.406
C28 -5.391 -3.827 0.363
C29 -4.179 -3.057 0.304
C30 -3.526 -2.681 1.474
C31 -2.391 -1.909 1.374
N8 -1.875 -1.532 0.193
C32 -2.486 -1.946 -0.936
C33 -3.643 -2.685 -0.927
H50 -3.906 -2.970 2.445
H51 -1.886 -1.559 2.265
H52 -2.032 -1.664 -1.881
H53 -4.113 -2.983 -1.855

LUMO energy = -9.711 eV
Total charge = +3
Highest occupied orbital energy = -17.26 eV
Orbital gap = 7.546 eV